118
Properties=species:S:1:pos:R:3:forces:R:3 method="wB97M-V/def2-TZVPD" homo_lumo_gap_ev=6.57 homo_ev=-4.521 total_charge=-1
Sn 0.2396 -0.6226 -0.5919 -0.40 0.26 0.30
C -4.7963 -0.5835 -2.0142 -0.03 1.39 -0.85
Si -3.2050 -1.4980 -1.7722 0.23 -0.27 1.55
C -3.8187 -3.1464 -0.9547 1.08 -0.06 -0.61
C -2.3632 -1.8183 -3.4465 -0.04 0.19 0.26
N -2.0951 -0.6045 -0.7213 -1.06 -0.37 -0.79
P -2.3108 0.2495 0.6597 3.45 -1.20 -1.33
C -0.6279 0.4173 1.1267 -1.84 -0.38 0.24
P 0.6008 1.2295 1.9768 0.63 -0.93 -2.85
N 1.8090 1.2421 0.9319 0.93 0.94 0.29
Si 3.4357 1.7459 0.6137 -0.69 -0.93 0.54
C 4.4264 0.1290 0.2215 0.34 1.49 -0.37
C 3.5679 2.8431 -0.9258 -0.66 -0.33 0.42
C 4.2597 2.7731 2.0046 -0.54 -0.47 -0.74
C 0.0755 2.8257 2.5693 0.86 0.34 -0.29
C -0.4415 2.9275 3.8299 -1.09 0.89 1.91
C -0.8573 4.1886 4.3300 0.38 -0.50 0.01
C -0.8453 5.3246 3.5095 0.25 -2.25 -0.69
C -0.2893 5.1783 2.2268 -0.20 0.77 -0.09
C 0.2724 3.9821 1.8098 -0.10 0.35 -0.16
C 1.2012 0.3875 3.4339 1.06 -1.10 2.18
C 1.9783 1.0920 4.4057 -0.85 -0.49 0.07
C 2.3954 0.4737 5.5788 -0.50 -0.58 -0.12
C 2.2542 -0.9176 5.7332 0.16 -0.14 -0.14
C 1.6386 -1.6979 4.7415 -0.26 1.36 -0.10
C 1.0354 -1.0052 3.6534 0.25 -0.07 0.14
C -3.1159 1.7992 0.3144 -1.71 0.47 1.32
C -3.7373 2.4448 1.4198 0.25 0.35 -0.17
C -4.4068 3.6518 1.2435 0.27 -0.40 -0.86
C -4.4359 4.2629 -0.0276 0.41 -0.90 0.36
C -3.8432 3.5852 -1.1283 -0.70 1.29 1.01
C -3.2891 2.3244 -0.9650 0.57 -0.39 -0.36
C -3.4120 -0.6679 1.7433 -0.66 0.46 0.07
C -2.8633 -1.5073 2.6925 -0.35 -0.37 0.23
C -3.6632 -2.1418 3.6596 0.48 0.31 -0.06
C -5.0071 -1.8050 3.7456 -0.51 -0.37 -1.46
C -5.5879 -1.1802 2.6012 -0.21 0.44 0.88
C -4.8080 -0.5659 1.6288 0.40 -1.02 1.24
H -5.3946 -0.9976 -2.8090 -0.14 -0.45 -0.56
H -5.4267 -0.6832 -1.1452 -0.08 0.30 0.47
H -4.6484 0.4865 -2.3071 -0.28 -0.76 0.48
H -4.0693 -3.8209 -1.7882 -0.02 -0.03 0.22
H -2.9328 -3.5665 -0.4590 -0.06 -0.13 -0.14
H -4.6204 -3.2119 -0.2137 -0.04 0.59 -0.20
H -3.0412 -2.2527 -4.2387 0.81 0.46 0.88
H -1.9446 -0.8375 -3.7518 -0.36 -0.41 -0.16
H -1.4727 -2.4419 -3.2703 -0.33 -0.11 -0.25
H 5.0777 0.3378 -0.6573 -0.07 -0.21 0.61
H 5.0097 -0.2969 1.0461 -0.15 0.08 -0.18
H 3.6933 -0.5734 -0.1290 -0.40 -0.56 -0.03
H 3.1346 2.3359 -1.7761 -0.08 -0.29 -0.25
H 3.0016 3.7599 -0.7918 -0.09 0.29 0.11
H 4.5746 3.0966 -1.1971 0.69 0.15 -0.01
H 4.1228 2.2640 2.9681 0.27 0.39 -0.16
H 5.2996 2.8740 1.7100 0.40 -0.12 0.31
H 3.8512 3.7880 1.9866 -0.18 -0.12 0.32
H -0.5371 2.0497 4.5138 0.14 0.76 -0.82
H -1.1197 4.2373 5.3944 -0.28 0.14 -0.54
H -1.3822 6.1823 3.7983 -0.14 1.17 0.39
H -0.3005 6.0119 1.5018 0.14 -0.33 0.65
H 0.8750 4.0132 0.8948 -0.49 -0.56 0.18
H 2.1366 2.1626 4.3485 -0.12 0.00 -0.31
H 2.6961 1.0845 6.4335 0.40 -0.22 -0.41
H 2.6525 -1.3743 6.6448 -0.23 0.03 -0.31
H 1.5519 -2.7900 4.8459 -0.03 0.66 -0.12
H 0.4156 -1.5935 2.9714 0.26 0.31 -0.08
H -3.7494 2.0625 2.4635 0.37 -0.13 -1.01
H -4.9010 4.0323 2.1238 -0.13 0.53 -0.12
H -4.9424 5.2260 -0.1127 0.28 -0.24 -0.31
H -3.8000 4.1277 -2.0702 -0.22 -0.45 -0.08
H -3.0013 1.7088 -1.8448 0.21 0.70 0.80
H -1.7953 -1.6512 2.6612 0.21 -0.10 0.11
H -3.1950 -2.8892 4.3082 -0.22 0.57 0.14
H -5.6298 -2.1132 4.5892 0.16 -0.15 -0.43
H -6.6767 -1.0925 2.4898 0.42 -0.02 0.37
H -5.2986 -0.0415 0.8422 -0.05 0.41 -0.46
O 2.1901 -6.1704 0.7710 -0.80 0.68 -0.91
C 0.8939 -6.1504 1.0943 0.92 -2.13 1.25
C 0.3534 -7.3902 1.5861 -0.79 1.99 0.17
C -0.8609 -7.3000 2.2775 1.40 -1.65 -0.50
C -1.5849 -6.1435 2.3379 -0.94 0.43 0.28
C -1.1655 -5.0379 1.6371 -1.10 1.51 0.37
C 0.1074 -4.9777 1.1103 -0.01 -0.11 -0.85
C 0.5800 -3.7869 0.3794 1.47 0.11 -1.35
O -0.0713 -2.6995 0.3016 -0.08 -0.64 0.48
N 1.7531 -4.0380 -0.2670 -1.30 1.64 1.53
N 2.0945 -3.1304 -1.2115 4.10 0.14 -2.13
C 3.4418 -3.0777 -1.5055 -4.92 -1.28 1.63
S 3.9140 -2.8850 -3.1654 0.80 0.47 -0.41
C 5.4009 -3.9695 -3.0781 0.62 -0.34 -0.95
C 5.8219 -4.2285 -1.6150 0.91 0.91 0.93
S 4.6054 -3.6699 -0.3623 0.12 -0.39 -0.67
H 2.2523 -5.2133 0.1932 0.43 -0.72 0.43
H 0.9024 -8.3158 1.4639 0.07 0.19 0.14
H -1.2339 -8.2021 2.7485 -0.11 0.01 0.10
H -2.4838 -6.1207 2.9406 -0.21 0.05 -0.28
H -1.8587 -4.1593 1.5205 0.99 -0.80 0.29
H 6.2353 -3.5053 -3.6590 -0.64 0.13 0.72
H 5.2344 -4.8982 -3.6996 -0.28 0.65 1.18
H 6.7361 -3.6884 -1.2772 -0.43 -0.10 -0.93
H 6.0606 -5.2495 -1.3768 -0.26 -0.66 -0.35
C 1.2088 3.1210 -3.6949 0.88 -1.38 0.80
Te 1.5549 0.8660 -3.7561 -0.33 1.94 -1.67
C 1.4895 1.3568 -5.9939 -1.07 -1.74 1.65
C 1.3684 2.7937 -6.1848 0.21 1.41 -1.02
C 1.3634 3.3782 -7.4986 0.59 -1.39 0.81
C 1.5774 4.7155 -7.6880 -1.00 0.94 0.66
C 1.4630 5.5932 -6.5553 -0.09 -0.24 -1.31
C 1.2248 4.9950 -5.3371 0.33 1.42 0.44
C 1.2605 3.6327 -5.0970 0.00 -0.38 -0.29
H 1.9829 3.5421 -3.0390 -0.05 -0.10 -0.46
H 0.2873 3.2753 -3.1610 -0.62 0.07 -0.15
H 0.5543 0.8969 -6.2921 -0.09 -0.38 -0.22
H 2.2975 0.8327 -6.4583 0.58 0.07 -0.43
H 1.2543 2.7064 -8.3626 0.35 0.28 0.39
H 1.6513 5.0379 -8.7225 0.08 0.44 0.25
H 1.4650 6.7091 -6.6629 0.14 -1.29 0.10
H 1.0950 5.6260 -4.4724 -0.05 0.28 0.17

***

112
Properties=species:S:1:pos:R:3:forces:R:3 method="wB97M-V/def2-TZVPD" homo_lumo_gap_ev=5.18 homo_ev=-3.208 total_charge=-1
Cs -0.5219 1.0305 0.8976 -0.20 1.02 0.29
C 4.6209 -0.1897 4.2483 -0.01 0.00 -0.01
C 4.4377 -1.4008 3.3285 0.01 -0.01 0.01
C 3.5532 -1.1042 2.1583 0.03 0.05 0.03
C 3.9234 -0.8038 0.8818 -0.06 0.06 0.00
C 5.3015 -0.6638 0.3175 0.01 0.01 0.01
C 5.7179 0.8044 0.1751 0.00 0.00 0.01
C 2.6804 -0.5519 0.1408 0.00 -0.02 -0.04
C 2.5830 -0.2618 -1.2392 0.06 -0.01 0.05
C 1.4387 -0.0943 -2.0321 -0.07 -0.04 -0.06
C 1.4236 -0.0207 -3.5024 0.04 0.06 0.03
C 2.6350 -0.0094 -4.3804 0.00 0.00 0.00
C 3.2109 -1.4083 -4.6204 -0.01 0.00 0.00
C 0.1164 -0.0150 -3.8729 -0.03 0.06 0.02
C -0.6686 -0.0811 -2.6283 0.05 -0.08 -0.10
C -2.0619 -0.2507 -2.5686 -0.12 -0.08 0.01
C -2.8822 -0.5920 -1.4679 0.04 -0.10 0.01
N -2.4698 -0.6669 -0.1979 0.54 -0.06 0.29
C -3.4641 -1.1681 0.5657 0.04 -0.10 -0.12
C -3.3598 -1.5201 1.9215 -0.02 -0.04 0.02
C -2.2249 -1.5906 2.7618 0.09 -0.11 -0.06
N -0.9786 -1.2597 2.3877 0.07 0.09 -0.59
C -0.1229 -1.5408 3.3821 -0.02 -0.06 -0.11
C 1.2791 -1.3899 3.2882 0.05 -0.10 0.08
C 2.0850 -1.0408 2.1914 0.04 -0.15 -0.08
N 1.6379 -0.6948 0.9656 -0.49 -0.18 -0.04
C -0.8737 -2.0946 4.5122 0.04 0.02 0.01
C -2.1833 -2.1284 4.1249 -0.01 0.03 0.00
C -3.3542 -2.6754 4.8806 -0.01 0.00 0.01
C -3.7113 -4.1052 4.4631 0.00 0.00 0.00
C -0.2721 -2.5960 5.7881 -0.01 0.01 0.01
C 0.3162 -4.0034 5.6511 0.00 0.00 0.00
C -4.6386 -1.4044 -0.2855 -0.03 0.02 0.06
C -4.2774 -1.0485 -1.5494 0.01 0.05 -0.01
C -5.0742 -1.1764 -2.8100 -0.01 0.00 0.01
C -4.7571 -2.4609 -3.5811 0.00 0.00 0.00
C -5.9274 -2.0164 0.1672 -0.01 0.01 -0.01
C -5.8476 -3.5412 0.2906 0.00 0.00 0.00
N 0.1707 -0.0781 -1.5788 -0.14 -0.32 0.43
C -0.4510 0.0010 -5.2570 0.00 0.02 0.00
C -0.8093 -1.3962 -5.7716 0.00 0.00 0.00
H 5.2533 -0.4288 5.1069 0.00 0.00 0.00
H 3.6549 0.1574 4.6183 0.00 0.00 0.00
H 5.0805 0.6367 3.7024 0.00 0.00 0.00
H 4.0177 -2.2286 3.9077 0.01 0.00 0.00
H 5.4166 -1.7387 2.9771 0.00 0.00 0.00
H 5.3505 -1.1464 -0.6635 0.00 0.00 0.00
H 6.0231 -1.1844 0.9533 0.00 -0.01 0.00
H 5.0024 1.3419 -0.4501 0.00 0.00 0.00
H 6.7118 0.9006 -0.2696 0.00 0.00 0.00
H 5.7287 1.2928 1.1517 0.00 0.00 0.00
H 3.5296 -0.2400 -1.7730 -0.01 0.03 -0.02
H 3.4047 0.6234 -3.9276 0.00 0.00 0.00
H 2.3872 0.4511 -5.3415 0.00 0.00 0.00
H 3.4598 -1.8868 -3.6723 0.00 0.00 0.00
H 4.1127 -1.3695 -5.2365 0.00 0.00 0.00
H 2.4785 -2.0419 -5.1237 0.00 0.00 0.00
H -2.5738 -0.2474 -3.5275 0.04 0.03 -0.02
H -4.2859 -1.8695 2.3714 0.01 0.00 0.02
H 1.8315 -1.6631 4.1844 -0.02 0.01 0.01
H -4.2250 -2.0308 4.7264 0.00 0.00 0.00
H -3.1445 -2.6549 5.9541 0.00 0.00 0.00
H -3.9273 -4.1481 3.3946 0.00 -0.01 0.00
H -4.5839 -4.4757 5.0070 0.00 0.00 0.00
H -2.8752 -4.7800 4.6543 0.00 0.00 0.00
H -1.0266 -2.5952 6.5803 0.00 0.00 0.00
H 0.5163 -1.9111 6.1155 0.00 0.00 0.00
H -0.4611 -4.7182 5.3759 0.00 0.00 0.00
H 0.7762 -4.3381 6.5844 0.00 0.00 0.00
H 1.0726 -4.0251 4.8653 0.00 0.00 0.00
H -4.8788 -0.3148 -3.4558 -0.01 0.00 0.00
H -6.1429 -1.1487 -2.5774 0.00 0.00 0.00
H -3.6929 -2.5114 -3.8160 0.00 0.00 0.00
H -5.3209 -2.5173 -4.5157 0.00 0.00 0.00
H -5.0004 -3.3384 -2.9797 0.00 0.00 0.00
H -6.7268 -1.7515 -0.5310 0.00 0.00 0.00
H -6.2143 -1.5952 1.1356 0.00 0.00 0.00
H -5.6145 -3.9919 -0.6755 0.00 0.00 0.00
H -6.7897 -3.9635 0.6490 0.00 0.00 0.00
H -5.0548 -3.8263 0.9834 0.00 -0.01 0.00
H 0.2649 0.4665 -5.9414 0.00 0.00 0.00
H -1.3467 0.6305 -5.2765 0.00 0.00 0.00
H 0.0810 -2.0254 -5.8206 0.00 0.00 0.00
H -1.2555 -1.3536 -6.7683 0.00 0.00 0.00
H -1.5160 -1.8824 -5.0977 0.00 0.00 0.00
C 3.5031 4.6559 -0.3733 -0.04 0.05 -0.01
P 2.0478 3.5275 -0.3055 0.02 -0.13 0.07
C 1.2983 3.7488 -1.9559 0.04 0.00 0.07
C -0.0314 3.3753 -2.1471 -0.10 -0.21 -0.29
C -0.5827 3.3529 -3.4185 -0.01 0.06 0.00
C 0.1804 3.7158 -4.5200 -0.03 -0.01 -0.02
C 1.4996 4.0981 -4.3415 0.03 0.01 -0.01
C 2.0540 4.1128 -3.0685 0.02 0.00 0.06
C 0.9376 4.5284 0.7679 0.11 -0.01 0.00
C 0.9144 4.1798 2.1192 -0.04 0.06 -0.05
C 0.1406 4.8952 3.0222 0.00 -0.02 0.02
C -0.6304 5.9596 2.5795 -0.02 0.02 0.03
C -0.6216 6.3100 1.2364 0.01 0.01 -0.03
C 0.1609 5.6013 0.3360 0.01 -0.02 0.01
H 4.3036 4.1936 -0.9518 0.00 -0.01 0.00
H 3.8608 4.7734 0.6503 0.01 0.01 -0.01
H 3.2707 5.6390 -0.7872 -0.02 0.00 0.00
H -0.6522 3.0444 -1.3244 0.09 0.08 0.10
H -1.6064 3.0249 -3.5479 0.00 -0.01 0.01
H -0.2499 3.6828 -5.5132 0.00 0.00 0.00
H 2.1072 4.3752 -5.1944 0.00 0.00 0.00
H 3.0916 4.3975 -2.9453 0.00 0.00 -0.03
H 1.4980 3.3291 2.4560 0.01 0.01 0.02
H 0.1255 4.6106 4.0668 0.01 -0.01 0.00
H -1.2466 6.5108 3.2788 0.00 0.00 0.00
H -1.2298 7.1370 0.8910 0.00 0.00 -0.02
H 0.1605 5.8704 -0.7135 -0.01 0.02 0.00